<i>
Computed, not measured: 6 unconnected molecules or ions with the total composition C6H24O6, with ωB97M-V/def2-TZVPD.

- Highest occupied orbital energy: -9.965 eV
- Total charge: 0

CARTESIAN COORDINATES (ANGSTROEM)
C  3.6096  1.0690  -2.3658
O  2.7345  0.4136  -3.2960
H  4.6100  1.1547  -2.7847
H  3.1983  2.0583  -2.1548
H  3.6113  0.4906  -1.4470
H  2.9517  0.6836  -4.1897
C  -0.5144  0.2464  -1.6993
O  0.4757  -0.7772  -1.6503
H  -0.0639  1.2148  -1.4838
H  -1.0769  0.2036  -2.6317
H  -1.2404  0.0622  -0.9051
H  1.1690  -0.5374  -2.2767
C  1.4502  -3.4257  0.6929
O  0.2712  -2.8327  0.2052
H  2.1774  -3.6929  -0.0777
H  1.9368  -2.7492  1.4100
H  1.1802  -4.3145  1.2638
H  0.4399  -2.1581  -0.4778
C  -0.7531  -0.4032  3.0271
O  0.5453  -0.9685  3.1899
H  -1.0526  -0.0484  2.0371
H  -1.5403  -1.0863  3.3811
H  -0.8663  0.4259  3.7350
H  0.4944  -1.6585  2.5056
C  0.1942  4.3880  0.5298
O  0.8526  3.4950  -0.3838
H  0.9309  4.8636  1.1861
H  -0.4610  5.0939  0.0390
H  -0.3794  3.7874  1.2491
H  1.2322  2.8349  0.2048
C  -4.2992  -1.0128  0.7275
O  -5.0203  -2.1106  0.1947
H  -4.7962  -0.6477  1.6252
H  -3.2564  -1.2506  0.9456
H  -4.3219  -0.1754  0.0183
H  -4.4232  -2.6356  -0.3434

<ii>
Computed, not measured: 6 unconnected molecules or ions with the total composition C6H24O6, with ωB97M-V/def2-TZVPD.

- Highest occupied orbital energy: -9.684 eV
- Total charge: 0

CARTESIAN COORDINATES (ANGSTROEM)
C  -0.8825  0.0379  -0.1255
O  0.2247  0.4566  0.7464
H  -1.3762  -0.8008  0.3020
H  -0.5670  -0.2131  -1.0866
H  -1.3340  0.8316  0.0976
H  0.8206  -0.2316  0.7854
C  -1.1004  2.7751  3.1928
O  -0.3210  2.9095  2.0209
H  -1.0690  1.8324  3.6876
H  -2.0726  2.9314  3.0628
H  -0.8209  3.3958  3.9481
H  -0.5081  2.1480  1.6099
C  2.3665  -0.6982  -3.0495
O  1.1571  -0.1252  -3.4131
H  2.3771  -1.7402  -3.1083
H  2.5995  -0.4622  -1.9826
H  3.2230  -0.3803  -3.6994
H  1.0864  -0.4331  -4.4477
C  -1.0705  -1.8619  3.4019
O  -2.2861  -2.6128  3.8247
H  -0.8897  -1.0702  4.0102
H  -1.2987  -1.7390  2.4745
H  -0.3505  -2.5104  3.4299
H  -2.3385  -2.5894  4.7856
C  -1.3154  2.9534  -3.6614
O  -1.4356  1.6306  -3.2196
H  -0.8311  3.3479  -2.6619
H  -2.3290  3.3698  -3.6300
H  -0.8417  3.1839  -4.6049
H  -0.7064  1.1342  -3.2897
C  1.8020  -2.7871  0.0028
O  2.0971  -1.7090  0.7957
H  1.2881  -3.4581  0.6145
H  2.7380  -3.1383  -0.5685
H  1.0161  -2.7738  -0.6867
H  2.9486  -1.6033  0.4417

<i> wins, 4.534 eV ahead of the next structure.

<i>
Computed, not measured: a single C4H3FS molecule, with ωB97M-V/def2-TZVPD.

- Highest occupied orbital energy: -8.440 eV
- Total charge: 0

CARTESIAN COORDINATES (ANGSTROEM)
F  -3.1416  -0.4312  0.5053
C  -2.5440  -0.3468  -0.6202
C  -1.3060  0.0194  -0.6398
C  -0.9058  0.2828  0.7316
C  -0.7715  1.5532  0.9908
S  -0.7525  3.1542  0.9442
H  -3.1418  -0.7449  -1.3856
H  -0.5939  -0.0030  -1.4679
H  -1.3339  -0.5442  1.2623

<ii>
Computed, not measured: a single C4H3FS molecule, with ωB97M-V/def2-TZVPD.

- Highest occupied orbital energy (alpha / beta): -8.061 / -8.064 eV
- Total charge: 0

CARTESIAN COORDINATES (ANGSTROEM)
C  -0.0476  0.1220  0.0779
C  -1.1144  -0.7736  -0.1707
C  0.2458  1.3494  0.0170
C  -2.4072  -0.3817  -0.0616
F  -3.3051  -1.3991  0.0901
S  -3.0297  1.1321  0.0031
H  0.8980  -0.2293  0.6138
H  -1.0449  -1.8907  -0.0107
H  0.6910  2.3313  -0.0374

<i> wins, 1.726 eV ahead of the next structure.

<i>
Computed, not measured: 2 unconnected molecules or ions with the total composition C2H12N4, with ωB97M-V/def2-TZVPD.

- Highest occupied orbital energy: -8.157 eV
- Total charge: 0

CARTESIAN COORDINATES (ANGSTROEM)
N  -3.3322  -1.5165  -0.1038
C  -2.2061  -0.7657  0.5638
N  -2.7756  0.5372  0.6758
H  -4.1289  -1.7259  0.6099
H  -3.8598  -1.0255  -0.8286
H  -1.8016  -1.1387  1.5403
H  -1.2551  -0.8418  0.0276
H  -2.6244  0.9871  1.5931
H  -3.0282  1.2089  -0.0207
N  3.8903  0.1822  -0.7358
C  2.6237  0.6921  -0.9773
N  1.7885  0.6758  0.1856
H  4.6073  0.9010  -0.6876
H  4.0056  -0.6258  -0.2023
H  2.4506  1.6125  -1.3969
H  2.1045  -0.0001  -1.6731
H  2.0134  1.1252  1.0460
H  1.5280  -0.2818  0.3840

<ii>
Computed, not measured: 2 unconnected molecules or ions with the total composition C2H12N4, with ωB97M-V/def2-TZVPD.

- Highest occupied orbital energy: -9.126 eV
- Total charge: 0

CARTESIAN COORDINATES (ANGSTROEM)
N  -1.4331  1.2853  0.0291
C  -0.2242  2.0973  0.1178
N  0.8209  1.8133  -0.8627
H  -1.3829  0.6008  -0.7150
H  -2.2032  1.9042  -0.1914
H  0.2640  2.0513  1.0903
H  -0.4697  3.1493  -0.0308
H  0.8783  0.8100  -1.0249
H  0.5248  2.1906  -1.7579
N  0.5502  -2.2780  -0.7912
C  0.6923  -1.7395  0.5667
N  -0.5491  -1.8971  1.3102
H  0.1311  -1.5899  -1.4205
H  1.4531  -2.4824  -1.1999
H  1.0785  -0.7059  0.5681
H  1.4620  -2.3410  1.0484
H  -1.2294  -1.2149  0.9872
H  -0.3635  -1.6534  2.2765

<ii> wins, 1.448 eV ahead of the next structure.

<i>
Computed, not measured: a gas-phase ion, C5H11N2O (charge -1), with ωB97M-V/def2-TZVPD.

- Highest occupied orbital energy: -2.978 eV
- Total charge: -1

CARTESIAN COORDINATES (ANGSTROEM)
C  -0.2786  2.1335  -1.2314
O  -1.2830  2.2437  -0.3610
C  0.7647  1.0353  -0.7757
C  0.0014  -0.3133  -0.6060
C  0.6081  -1.2960  0.3538
C  -0.4251  -1.8834  1.2646
N  -1.3195  -2.9868  1.6055
N  1.3019  1.4975  0.5046
H  0.2673  3.1167  -1.4433
H  -0.6353  1.8157  -2.2481
H  1.5515  0.9832  -1.5229
H  -0.2929  -0.8172  -1.5618
H  -0.9396  0.0268  -0.1751
H  1.4963  -1.9312  0.3633
H  0.2527  -1.2976  1.9789
H  -1.4738  -1.4550  1.2404
H  -1.4132  -3.4004  0.6661
H  0.4361  1.9038  0.8995
H  1.3811  0.6246  1.0487

<ii>
Computed, not measured: a gas-phase ion, C5H11N2O (charge -1), with ωB97M-V/def2-TZVPD.

- Highest occupied orbital energy: -2.442 eV
- Total charge: -1

CARTESIAN COORDINATES (ANGSTROEM)
N  0.2492  3.0365  -2.1373
C  0.2118  2.3224  -0.8558
C  0.0147  1.0109  -0.7841
C  -0.0264  0.2754  0.5497
C  0.2894  -1.1971  0.4245
N  -0.6457  -1.8381  -0.4548
C  0.2328  -1.9249  1.8775
O  -0.9854  -2.3293  2.1994
H  0.5493  2.4075  -2.8690
H  -0.6832  3.3647  -2.3736
H  0.4774  2.9789  -0.0370
H  -0.2727  0.4664  -1.6774
H  0.7600  0.7167  1.1719
H  -0.9944  0.4055  1.0397
H  1.3239  -1.3255  0.0872
H  -1.5694  -1.5259  -0.2159
H  -0.6918  -2.8340  -0.2481
H  1.0007  -2.7545  1.6944
H  0.7598  -1.2556  2.6088

<ii> wins, 6.221 eV ahead of the next structure.

<i>
Computed, not measured: a molecular structure, C34H58AsIN5ReS3Si3, with ωB97M-V/def2-TZVPD.

- Multiplicity: 2
- Highest occupied orbital energy (alpha / beta): -14.574 / -14.574 eV
- ⟨S²⟩: 0.7584
- Total charge: +3

CARTESIAN COORDINATES (ANGSTROEM)
Re  -0.1725  -0.3872  1.1436
C  0.4460  3.2228  -0.3845
Si  0.8095  2.8072  1.4013
C  0.7241  4.3730  2.4260
C  2.6073  2.2960  1.4893
C  -0.3961  1.4013  2.0624
Si  -0.2458  1.3321  4.0280
C  1.4796  1.4987  4.7328
C  -0.9910  -0.2870  4.6441
C  -1.2444  2.7245  4.7878
Si  -2.1629  2.0593  1.6330
C  -2.4928  3.8956  1.6381
C  -3.5913  1.2637  2.5367
C  -2.2213  1.4865  -0.1677
C  -3.0499  2.0436  -1.1297
C  -2.9472  1.6716  -2.4572
C  -1.9840  0.7357  -2.7930
C  -1.1920  0.1988  -1.8020
N  -1.2949  0.5497  -0.5053
H  1.1462  4.0176  -0.6624
H  -0.5559  3.6108  -0.5739
H  0.6288  2.3978  -1.0778
H  1.2863  5.1254  1.8641
H  1.2169  4.2711  3.3923
H  -0.2682  4.7807  2.5921
H  3.1821  3.2118  1.3174
H  2.9070  1.5887  0.7210
H  2.8991  1.8901  2.4551
H  2.1723  0.6991  4.4741
H  1.3409  1.4707  5.8185
H  1.9527  2.4507  4.5002
H  -0.3821  -1.1406  4.3375
H  -2.0006  -0.4011  4.2416
H  -1.0542  -0.2893  5.7342
H  -0.8047  3.7059  4.6261
H  -1.2172  2.5394  5.8671
H  -2.2961  2.7743  4.5108
H  -2.4682  4.3191  2.6426
H  -3.5156  4.0265  1.2720
H  -1.8305  4.4818  1.0033
H  -3.5703  1.4176  3.6158
H  -3.6494  0.1994  2.3340
H  -4.5123  1.7223  2.1671
H  -3.7796  2.7838  -0.8257
H  -3.5932  2.1009  -3.2114
H  -1.8436  0.4179  -3.8164
H  -0.4419  -0.5299  -2.0656
I  0.9241  -5.1662  -2.3747
C  1.4108  -3.2303  -1.8360
C  2.4900  -2.5583  -2.4133
C  2.7498  -1.2604  -2.0143
C  1.9644  -0.6780  -1.0389
N  0.9317  -1.3173  -0.4659
C  0.6529  -2.5750  -0.8891
H  3.0988  -3.0386  -3.1688
H  3.5389  -0.6758  -2.4675
H  2.1338  0.3432  -0.7309
H  -0.2129  -3.0515  -0.4516
C  3.4052  -4.6235  2.1045
N  2.4033  -3.5645  1.8727
C  1.0589  -3.9480  2.2768
C  2.7431  -2.2857  1.7335
S  1.7251  -0.9799  2.4121
N  3.9041  -1.9531  1.1863
C  4.5461  -0.6491  1.3943
C  4.5805  -2.8081  0.1962
H  3.0937  -5.1744  2.9909
H  4.3752  -4.1841  2.3059
H  3.4687  -5.3121  1.2640
H  0.8867  -4.9748  1.9540
H  0.3090  -3.3086  1.8232
H  0.9763  -3.8891  3.3599
H  4.3937  -0.3046  2.4128
H  4.1662  0.0880  0.6916
H  5.6120  -0.7845  1.2285
H  3.8867  -3.5486  -0.1908
H  5.4596  -3.2980  0.6103
H  4.8966  -2.1597  -0.6202
C  -3.7350  -4.3192  1.5454
As  -3.0021  -2.9452  2.6662
C  -2.0089  -3.8225  4.0553
C  -4.4878  -2.0565  3.4936
S  -2.0822  -1.6329  1.0792
H  -4.3416  -4.9833  2.1612
H  -2.9257  -4.8795  1.0821
H  -4.3571  -3.8599  0.7798
H  -2.7621  -4.3457  4.6479
H  -1.4836  -3.1069  4.6799
H  -1.3320  -4.5516  3.6230
H  -5.0663  -2.8333  3.9954
H  -5.0953  -1.5822  2.7259
H  -4.1521  -1.3215  4.2197
S  2.2845  1.8629  -5.6908
C  1.5577  1.1575  -4.3095
N  1.9889  1.5271  -3.1440
C  3.0100  2.4614  -3.3111
C  3.7255  3.0738  -2.2756
C  4.7148  3.9752  -2.5962
C  5.0061  4.2834  -3.9345
C  4.3150  3.6908  -4.9669
C  3.3143  2.7734  -4.6403
H  0.7647  0.4318  -4.4422
H  3.4892  2.8443  -1.2440
H  5.2787  4.4624  -1.8115
H  5.7852  5.0000  -4.1558
H  4.5431  3.9317  -5.9962

<ii>
Computed, not measured: a molecular structure, C34H58AsIN5ReS3Si3, with ωB97M-V/def2-TZVPD.

- Multiplicity: 2
- Highest occupied orbital energy (alpha / beta): -14.749 / -14.748 eV
- ⟨S²⟩: 0.7625
- Total charge: +3

CARTESIAN COORDINATES (ANGSTROEM)
Re  -0.5202  -0.0736  0.0462
C  0.1619  3.7454  0.4332
Si  1.2983  2.4878  1.1907
C  2.1186  3.1947  2.7060
C  2.7184  2.2028  0.0195
C  0.2383  0.8344  1.6840
Si  1.3268  -0.2447  2.8979
C  3.1299  -0.3943  2.4607
C  0.6494  -1.9781  2.9273
C  1.2716  0.4168  4.6381
Si  -1.2182  1.6192  2.6692
C  -0.9562  3.1113  3.7317
C  -2.2004  0.4065  3.6833
C  -2.3418  2.0689  1.2356
C  -3.3382  3.0348  1.2680
C  -4.2394  3.1533  0.2272
C  -4.1547  2.2512  -0.8227
C  -3.1508  1.3122  -0.8141
N  -2.2247  1.2396  0.1649
H  0.7565  4.6217  0.1619
H  -0.6211  4.0915  1.1079
H  -0.3121  3.3746  -0.4769
H  2.3694  4.2285  2.4494
H  3.0558  2.6847  2.9282
H  1.5238  3.2266  3.6103
H  3.1779  3.1904  -0.0923
H  2.4532  1.8448  -0.9696
H  3.4740  1.5437  0.4372
H  3.3225  -0.8045  1.4731
H  3.5617  -1.0779  3.1976
H  3.6666  0.5473  2.5550
H  0.7065  -2.4293  1.9329
H  -0.3879  -1.9445  3.2528
H  1.2204  -2.5904  3.6287
H  1.7499  1.3896  4.7300
H  1.8453  -0.2760  5.2606
H  0.2780  0.4869  5.0754
H  -0.3310  2.8841  4.5954
H  -1.9406  3.3818  4.1245
H  -0.5394  3.9789  3.2261
H  -1.6221  -0.0564  4.4813
H  -2.6430  -0.3680  3.0665
H  -3.0124  0.9667  4.1541
H  -3.4022  3.6942  2.1234
H  -5.0089  3.9135  0.2419
H  -4.8594  2.2699  -1.6420
H  -3.0762  0.5867  -1.6043
I  -4.5338  -2.6482  -4.0800
C  -2.7052  -1.7340  -3.7735
C  -1.8223  -1.4940  -4.8174
C  -0.6157  -0.8818  -4.5239
C  -0.3310  -0.5275  -3.2195
N  -1.1752  -0.7588  -2.1967
C  -2.3452  -1.3549  -2.4914
H  -2.0705  -1.7732  -5.8329
H  0.1012  -0.6649  -5.3035
H  0.5895  -0.0211  -2.9817
H  -3.0173  -1.5529  -1.6676
C  2.4996  -4.7222  -0.5889
N  1.7111  -3.5462  -0.9871
C  0.2736  -3.7062  -0.8838
C  2.2672  -2.3585  -1.1934
S  1.5775  -0.7908  -0.6653
N  3.4701  -2.2542  -1.7329
C  4.2788  -1.0193  -1.6793
C  4.0369  -3.3122  -2.5902
H  1.9966  -5.1714  0.2676
H  3.4953  -4.4210  -0.2790
H  2.5648  -5.4633  -1.3837
H  0.0112  -4.6834  -1.2908
H  -0.2374  -2.9452  -1.4551
H  -0.0364  -3.6457  0.1562
H  4.3060  -0.6173  -0.6714
H  3.8845  -0.2691  -2.3638
H  5.2886  -1.2843  -1.9788
H  3.2467  -3.9609  -2.9547
H  4.7933  -3.8934  -2.0664
H  4.5011  -2.8174  -3.4404
C  -4.1902  -3.9373  1.1946
As  -2.5444  -3.3595  1.9835
C  -1.3852  -4.8830  1.9343
C  -2.9740  -3.0130  3.8183
S  -2.2231  -1.5605  0.7354
H  -4.5572  -4.7917  1.7631
H  -4.0152  -4.2234  0.1594
H  -4.9136  -3.1253  1.2409
H  -1.9112  -5.6643  2.4859
H  -0.4369  -4.6670  2.4178
H  -1.2492  -5.2056  0.9072
H  -3.4309  -3.9386  4.1735
H  -3.6978  -2.2035  3.8730
H  -2.0945  -2.7856  4.4107
S  -1.5585  3.2216  -4.9278
C  -1.4075  2.2814  -3.5103
N  -0.3437  2.4285  -2.7818
C  0.4747  3.4001  -3.3841
C  1.7030  3.8586  -2.8996
C  2.3832  4.8226  -3.6075
C  1.8647  5.3512  -4.8006
C  0.6551  4.9192  -5.2929
C  -0.0295  3.9407  -4.5699
H  -2.1989  1.5864  -3.2722
H  2.1053  3.4688  -1.9785
H  3.3316  5.1871  -3.2366
H  2.4201  6.1079  -5.3367
H  0.2463  5.3302  -6.2056

<i> wins, 1.237 eV ahead of the next structure.